Record 1
30
Properties=species:S:1:pos:R:3:forces:R:3 method="wB97M-V/def2-TZVPD" lumo_ha="-0.539 / -0.541" total_charge=+3 e_tot_ev=-33795.0712 orbital_gap_ev="4.65 / 4.52" multiplicity=1
Ir -0.466 0.696 0.517 3.179 -2.075 0.886
N 1.742 0.111 0.124 -1.744 0.926 -0.018
C 2.323 -0.399 1.373 0.331 -0.088 1.200
C 1.698 0.313 2.574 0.943 -0.088 -0.215
N 0.231 0.095 2.557 -0.585 0.160 -0.766
H 1.840 -0.564 -0.638 -0.216 0.071 0.014
H 2.225 0.962 -0.176 -0.097 -0.083 0.014
H 3.409 -0.233 1.390 -0.218 -0.079 -0.126
H 2.153 -1.476 1.444 -0.025 0.080 -0.140
H 1.903 1.388 2.539 -0.122 -0.120 0.017
H 2.138 -0.076 3.503 -0.167 0.078 -0.189
H -0.185 0.599 3.343 -0.178 0.012 -0.184
H 0.052 -0.898 2.733 -0.161 0.137 -0.058
O -9.125 -0.444 -0.877 -1.932 -0.468 -0.846
C -8.401 0.233 -0.087 3.263 -0.857 0.077
O -8.674 1.067 0.712 -0.387 0.542 0.268
C -6.828 0.064 -0.138 -2.949 0.049 -0.228
C -6.179 0.374 -1.323 2.294 0.539 -0.927
C -4.798 0.249 -1.359 -2.033 0.298 -1.925
C -4.090 -0.142 -0.208 3.287 -0.819 0.079
S -2.377 -0.476 -0.360 -2.014 0.920 -0.239
C -4.777 -0.420 0.981 -2.035 0.400 1.777
C -6.156 -0.282 1.024 2.271 -0.346 1.292
H -8.779 -1.146 -1.460 0.252 0.350 0.431
H -6.716 0.677 -2.212 -0.040 0.060 0.009
H -4.291 0.441 -2.295 0.174 -0.108 0.015
H -4.252 -0.709 1.878 0.123 -0.119 -0.009
H -6.688 -0.447 1.950 -0.132 -0.063 0.024
O -1.073 3.146 -0.560 1.976 -0.645 0.118
N -0.366 2.263 -0.429 -3.059 1.335 -0.353

***

Record 2
24
Properties=species:S:1:pos:R:3:forces:R:3 method="wB97M-V/def2-TZVPD" lumo_ha="-0.180 / -0.180" total_charge=+1 e_tot_ev=-12513.8245 orbital_gap_ev="8.36 / 8.36" multiplicity=1 smiles="CC(C)C1=[NH+]C=N[C@@]23C[C@@H]2[C@@H]13"
C -1.039 0.671 -0.422 1.751 -1.817 2.720
C -1.174 -2.039 0.431 -1.877 2.882 0.527
C 0.214 -0.150 -0.265 -1.298 -0.802 1.071
C -2.274 -0.118 0.106 -0.088 4.673 -2.710
C -3.184 1.036 -0.018 -2.116 0.108 1.371
C -1.913 1.152 0.744 1.368 -0.721 1.311
C 1.985 0.947 0.893 -1.062 -2.575 -0.721
C 2.487 -0.690 -1.145 0.442 0.696 -0.606
C 1.584 0.389 -0.526 -0.894 -0.840 -0.853
N -2.292 -1.356 0.423 1.701 -6.684 0.741
N 0.059 -1.410 0.228 0.076 1.997 -1.012
H -1.078 1.288 -1.249 0.024 1.021 -1.876
H -0.997 -3.053 0.667 -0.867 -1.079 0.277
H -3.267 1.655 -0.888 0.111 -0.126 -0.776
H -4.130 1.035 0.557 0.727 -0.180 -0.187
H -1.735 1.188 1.837 0.136 0.331 -1.084
H 2.755 1.640 0.724 1.302 0.708 0.426
H 2.147 0.081 1.610 0.388 1.252 -0.877
H 1.092 1.432 1.203 -0.470 0.915 0.750
H 2.984 -1.312 -0.461 0.398 -0.859 1.500
H 3.306 -0.212 -1.625 0.873 0.821 -0.319
H 2.183 -1.357 -1.949 -1.174 0.220 0.034
H 1.459 1.240 -1.242 0.128 -0.581 0.670
H 0.828 -2.060 0.370 0.420 0.640 -0.376

***

Record 3
25
Properties=species:S:1:pos:R:3:forces:R:3 method="wB97M-V/def2-TZVPD" lumo_ha=-0.127 total_charge=+1 e_tot_ev=-14560.5660 orbital_gap_ev=9.02 multiplicity=1
C -1.826 0.921 -2.670 -0.804 1.273 1.061
C -1.416 1.001 -1.299 2.817 -1.851 -3.276
C -0.956 0.498 -3.636 -0.423 -1.833 2.021
C 0.602 -0.083 -2.051 0.606 0.832 1.738
C -0.152 0.494 -1.012 1.094 -0.405 1.920
C -0.538 -1.342 2.000 -3.759 0.512 -2.096
C 0.479 -1.953 1.107 -0.025 -1.321 -1.583
C 0.824 0.282 0.980 0.573 0.335 -3.470
C 1.886 1.289 1.427 -2.414 -2.486 3.511
N 0.191 -0.067 -3.273 0.682 -0.150 -1.991
N -0.368 0.199 1.848 0.647 0.175 2.067
O 1.421 -0.950 1.071 1.050 1.382 -0.984
H -2.837 1.227 -2.988 0.556 -0.033 0.491
H -2.049 1.393 -0.631 -2.320 1.433 2.598
H -1.348 0.190 -4.564 -0.018 0.497 -1.505
H 1.602 -0.487 -1.895 -0.209 -0.140 0.277
H -1.609 -1.639 1.766 1.264 0.599 0.272
H -0.346 -1.578 2.971 0.517 -0.446 2.719
H 0.953 -2.789 1.537 0.522 -0.902 1.314
H 0.258 -2.449 0.115 -0.642 1.591 0.516
H 2.037 1.107 2.582 -0.560 0.440 -1.811
H 1.618 2.256 1.271 -0.738 2.864 -0.493
H 2.828 1.087 1.100 2.392 -0.709 -1.669
H -1.188 0.685 1.474 0.233 -0.267 -0.025
H -0.066 0.708 2.770 -1.043 -1.388 -1.599

***

Record 4
25
Properties=species:S:1:pos:R:3:forces:R:3 method="wB97M-V/def2-TZVPD" lumo_ha=0.016 e_tot_ev=-14008.9849 orbital_gap_ev=8.08 multiplicity=1 smiles=CCn1ccncccc(C)n1
C -2.817 0.883 -0.066 0.805 1.346 2.933
C -1.720 1.527 0.436 0.117 -0.082 -1.343
C -2.886 -0.462 -0.593 -1.191 -0.103 -1.489
C -1.458 -1.931 0.648 0.091 -0.469 0.776
C -0.142 -1.646 0.598 -0.600 0.049 0.693
C -0.265 1.386 0.044 -1.264 1.999 0.450
C 0.390 2.748 -0.127 0.444 1.180 2.981
C 3.074 -1.042 0.054 1.453 -2.858 3.691
C 1.859 -1.226 -0.826 -1.425 -1.143 0.911
N -2.429 -1.574 -0.228 0.759 -0.665 0.079
N 0.575 -0.779 -0.191 1.350 -1.096 -1.489
N 0.619 0.517 -0.198 -0.771 0.952 -0.529
H -3.739 1.399 0.336 0.551 -0.998 -1.259
H -1.950 2.545 0.852 0.453 -1.182 -0.151
H -3.528 -0.643 -1.455 -0.498 0.713 0.003
H -1.794 -2.743 1.330 0.502 0.733 -0.372
H 0.520 -2.132 1.269 0.213 -1.021 0.632
H 0.770 2.999 0.971 -0.407 -0.165 -2.123
H -0.249 3.630 -0.369 0.396 -0.933 -0.312
H 1.268 2.586 -0.756 -0.275 0.568 0.033
H 3.187 -1.912 0.881 -0.572 1.417 -1.765
H 4.047 -1.220 -0.484 -0.997 0.907 0.311
H 3.054 -0.170 0.807 0.008 -0.727 -2.029
H 2.021 -0.549 -1.599 -0.162 1.138 -1.582
H 1.595 -2.194 -1.334 1.020 0.438 0.950

***

Record 5
26
Properties=species:S:1:pos:R:3:forces:R:3 method="wB97M-V/def2-TZVPD" lumo_ha=0.022 e_tot_ev=-24848.6695 orbital_gap_ev=8.39 multiplicity=1 smiles="Cc1csc(NN=C2CCCC2)n1"
C -4.643 -0.644 1.707 0.761 -0.574 0.171
C -3.401 0.205 1.787 -0.540 -0.126 0.308
C -3.239 1.227 2.658 0.756 0.077 -0.360
C -1.379 0.762 1.178 0.231 -0.223 -0.420
C 1.267 -0.178 -0.936 -0.217 -0.176 -0.233
C 2.428 0.781 -0.713 -0.148 -0.030 0.946
C 3.477 0.320 -1.701 0.351 0.201 -0.993
C 3.238 -1.176 -1.877 0.105 -0.247 0.454
C 1.715 -1.263 -1.920 -0.710 -0.407 0.324
H -5.337 -0.438 2.520 -0.009 0.142 -0.141
H -4.335 -1.699 1.784 -0.129 0.259 0.020
H -5.122 -0.549 0.740 -0.186 0.187 -0.140
H -3.912 1.579 3.412 -0.120 0.122 0.122
H 0.585 1.308 0.868 -0.025 0.213 0.173
H 2.167 1.839 -0.818 -0.123 -0.139 -0.032
H 2.812 0.650 0.323 -0.202 0.077 -0.379
H 3.301 0.796 -2.686 0.060 -0.065 0.434
H 4.495 0.566 -1.410 0.062 0.035 0.094
H 3.735 -1.578 -2.760 -0.075 -0.020 0.045
H 3.612 -1.728 -0.990 -0.142 0.238 -0.417
H 1.310 -2.256 -1.659 0.173 0.478 0.035
H 1.313 -1.044 -2.917 0.186 0.145 0.047
N -0.196 0.821 0.457 -0.077 0.195 0.233
N 0.099 -0.171 -0.422 0.471 -0.511 -0.478
N -2.338 -0.080 0.951 0.131 0.537 0.178
S -1.651 1.947 2.424 -0.585 -0.389 0.009

***

Record 6
26
Properties=species:S:1:pos:R:3:forces:R:3 method="wB97M-V/def2-TZVPD" lumo_ha="-0.366 / -0.366" total_charge=+2 e_tot_ev=-24830.3725 orbital_gap_ev="6.23 / 6.23" multiplicity=1
C -0.950 2.994 -2.777 1.199 -0.849 1.560
C -0.398 1.840 -3.303 1.685 -0.147 -2.692
C -1.538 2.968 -1.471 -0.042 0.536 0.243
C -0.297 0.721 -2.529 -0.351 -0.574 0.656
C -1.355 1.870 -0.622 -0.185 0.907 -2.847
C -0.650 0.736 -1.165 -0.984 -0.576 1.858
C 0.265 -1.580 -0.810 0.234 -1.153 -0.095
C 0.109 -2.123 1.454 -2.050 1.378 -1.201
C -0.395 -0.411 -0.337 -1.168 3.961 -0.124
N 0.467 -2.454 0.091 0.859 -1.292 0.576
N -0.902 -3.180 1.922 -1.806 0.953 -1.085
N 2.983 0.118 0.891 -1.326 0.405 2.044
S -0.777 -0.423 1.347 0.841 -1.056 -0.672
H -0.619 3.869 -3.298 -1.039 0.913 -0.196
H 0.141 1.886 -4.356 -1.516 -0.283 2.260
H -2.080 3.894 -1.171 0.469 -1.036 0.083
H -0.044 -0.262 -2.842 0.779 -0.022 -1.135
H -1.906 1.810 0.281 0.009 0.142 1.025
H 0.459 -1.672 -1.919 0.160 -0.614 1.699
H 0.859 -2.061 2.235 0.580 -0.104 -0.441
H -1.755 -3.197 1.243 1.677 -0.018 1.371
H -1.284 -3.046 2.898 0.682 -0.154 -1.055
H -0.425 -4.065 1.824 0.100 -0.843 0.216
H 3.048 -0.771 1.428 -0.109 1.013 -0.198
H 2.762 0.921 1.596 0.923 -2.023 -1.660
H 3.922 0.217 0.548 0.378 0.534 -0.190

***

Record 7
24
Properties=species:S:1:pos:R:3:forces:R:3 method="wB97M-V/def2-TZVPD" lumo_ha=0.028 e_tot_ev=-13080.2390 orbital_gap_ev=9.49 multiplicity=1 smiles="Cc1ccccc1.CC(N)=O"
C 1.156 0.399 -1.590 -0.217 0.429 -1.406
C 0.134 3.251 0.686 0.102 -0.274 -2.761
C 0.762 2.864 1.832 -0.811 -3.485 -1.710
C 0.225 2.442 -0.477 1.147 0.250 1.601
C 0.975 1.296 -0.440 -1.968 -2.637 1.046
C 1.106 1.478 1.930 0.027 0.095 -0.130
C 1.195 0.645 0.789 2.475 0.373 1.629
H -0.403 4.143 0.434 0.015 0.852 0.930
H 0.820 3.428 2.670 -0.049 1.780 2.455
H -0.154 2.724 -1.422 -0.564 0.641 -0.722
H 1.194 1.104 2.956 0.548 -0.092 -0.481
H 2.105 0.679 -1.951 1.508 0.066 -1.010
H 0.465 0.593 -2.433 0.118 -0.299 0.504
H 1.783 -0.405 0.817 -1.977 2.438 0.059
H 1.235 -0.645 -1.318 -0.415 -0.185 -0.026
C -1.805 -2.100 -1.201 0.415 -0.320 -0.084
C -0.888 -2.745 -0.162 2.962 -0.539 -0.505
O 0.337 -2.757 -0.316 -0.534 0.840 -1.116
N -1.261 -3.463 0.914 -4.407 0.623 0.932
H -1.792 -1.025 -1.196 0.623 0.492 0.155
H -2.822 -2.327 -1.193 -1.916 -0.677 1.112
H -0.581 -3.874 1.507 0.842 0.043 0.091
H -2.167 -3.256 1.380 0.975 -0.469 -0.714
H -1.620 -2.450 -2.217 1.103 0.055 0.153

***

Record 8
26
Properties=species:S:1:pos:R:3:forces:R:3 method="wB97M-V/def2-TZVPD" lumo_ha=0.020 e_tot_ev=-25960.3853 orbital_gap_ev=9.75 multiplicity=1 smiles="C=C(C1=NCCC=C1C)S(C)(=O)=O"
C 1.432 -1.695 0.743 -1.395 1.783 -1.334
C 0.215 -1.101 0.745 0.564 -0.121 0.346
C -0.117 -0.206 -0.423 -4.222 -1.301 2.696
C -2.668 0.236 -0.901 -0.222 -1.552 -1.395
C -1.522 0.593 -0.362 2.271 -0.368 -0.537
C 2.405 -1.466 -0.424 -1.349 1.908 3.215
C 1.627 -1.007 -1.615 -0.042 -3.410 -0.961
C -0.851 -1.270 1.807 -0.309 2.647 -0.586
C 0.401 2.580 -0.136 -1.167 0.373 0.134
N 0.420 -0.316 -1.516 0.130 2.027 -1.744
O -2.202 3.187 -0.108 0.754 -0.783 -0.126
O -1.325 1.915 1.804 0.428 0.080 0.497
S -1.282 2.177 0.390 -0.801 0.588 0.318
H 1.777 -2.316 1.521 0.071 -0.718 0.911
H -3.520 0.879 -1.062 0.038 0.392 0.523
H -2.806 -0.766 -1.406 0.452 1.083 0.814
H 3.216 -0.861 0.006 -0.092 0.413 -0.631
H 2.793 -2.411 -0.486 1.352 -2.293 -1.172
H 2.183 -0.543 -2.358 1.392 0.924 -1.251
H 1.300 -1.966 -2.099 0.294 0.453 -0.014
H -1.785 -1.765 1.508 0.524 0.043 0.064
H -1.093 -0.245 2.217 -0.320 -0.755 -1.048
H -0.434 -1.599 2.695 0.840 -1.876 1.558
H 0.772 3.266 0.671 -0.374 -0.273 -1.076
H 0.997 1.615 -0.078 -0.605 1.730 -0.692
H 0.066 3.085 -1.134 1.787 -0.992 1.490

***

Record 9
26
Properties=species:S:1:pos:R:3:forces:R:3 method="wB97M-V/def2-TZVPD" lumo_ha="0.025 / -0.149" e_tot_ev=-25953.1879 orbital_gap_ev="5.67 / 5.68" multiplicity=3
C 0.499 0.760 -0.035 4.367 1.367 0.096
C -0.529 0.224 -0.338 -0.793 -0.168 -0.332
C 3.026 -3.001 0.285 1.766 -3.435 0.432
C 2.539 -1.796 0.096 0.069 5.770 -0.682
C 2.430 1.356 0.155 -3.157 -0.204 0.930
C 2.340 2.830 0.360 -0.098 0.039 -0.011
C -2.939 0.590 -0.046 0.048 0.062 -0.159
C -1.964 -1.738 -0.028 0.054 -0.004 -0.167
C -1.853 -0.327 -0.613 -0.157 -0.187 0.072
N 3.166 0.793 -0.895 -1.564 2.881 -1.305
O 4.956 -0.761 0.285 1.304 1.197 0.435
O 2.908 0.561 1.257 -0.008 2.249 -0.437
S 3.603 -0.353 0.103 -1.615 -9.543 0.935
H 2.401 -3.881 0.289 -0.108 0.106 0.039
H 4.084 -3.141 0.440 0.115 -0.152 -0.025
H 1.510 -1.519 -0.060 -0.085 0.090 -0.107
H 3.344 3.239 0.460 0.076 -0.054 0.016
H 1.770 3.037 1.262 -0.030 -0.011 -0.034
H 1.852 3.278 -0.500 -0.040 0.042 -0.031
H -2.862 0.640 1.038 0.005 0.006 0.092
H -3.925 0.211 -0.310 -0.046 -0.030 0.001
H -2.833 1.596 -0.447 -0.047 0.069 0.016
H -2.961 -2.138 -0.197 -0.083 -0.045 -0.029
H -1.240 -2.405 -0.494 0.012 -0.053 0.036
H -1.776 -1.717 1.043 0.012 -0.002 0.085
H -1.965 -0.380 -1.704 0.004 0.010 0.135

***

Record 10
31
Properties=species:S:1:pos:R:3:forces:R:3 method="wB97M-V/def2-TZVPD" lumo_ha=0.015 e_tot_ev=-41897.7432 orbital_gap_ev=9.92 multiplicity=1 smiles="CP(O)[C@@H]1OC(=O)O[C@H]1P(O)O.c1ccncc1"
C 0.887 -1.814 -0.599 -0.145 -0.036 0.118
P 1.573 -0.902 0.815 -0.072 0.076 -0.038
O 0.373 0.247 0.917 0.259 -0.016 0.059
C 2.867 0.124 -0.035 0.021 0.330 0.354
O 3.290 1.116 0.959 0.261 -0.187 -0.206
C 3.930 2.100 0.282 -0.052 -0.085 0.043
O 4.609 2.936 0.772 0.086 0.139 0.037
O 3.673 1.986 -1.048 -0.336 0.079 0.002
C 2.548 1.054 -1.178 0.566 0.326 -0.081
P 2.502 0.337 -2.913 -0.045 0.078 -0.100
O 4.075 0.478 -3.290 -0.105 -0.012 -0.093
O 1.800 1.627 -3.654 -0.021 -0.190 0.189
H 0.031 -2.365 -0.208 0.000 -0.065 -0.042
H 0.529 -1.165 -1.397 0.057 0.007 -0.043
H 1.612 -2.531 -0.984 0.013 0.045 -0.044
H 0.445 0.672 1.778 -0.103 0.088 0.053
H 3.768 -0.458 -0.260 -0.183 -0.274 -0.144
H 1.672 1.665 -0.943 -0.359 -0.393 -0.115
H 4.414 1.381 -3.212 0.139 -0.014 0.176
H 1.758 2.425 -3.116 0.084 0.139 -0.104
N -3.311 -0.970 0.266 0.008 -0.017 0.010
C -2.914 -0.218 1.292 -0.010 -0.034 -0.045
C -3.662 -0.049 2.449 -0.003 0.010 -0.002
C -4.886 -0.690 2.547 -0.005 -0.005 -0.005
C -5.311 -1.473 1.486 0.001 0.008 0.014
C -4.489 -1.580 0.374 0.020 0.007 -0.010
H -1.948 0.258 1.174 -0.073 -0.003 0.024
H -3.289 0.571 3.253 0.002 0.004 -0.006
H -5.498 -0.582 3.433 0.002 0.000 0.000
H -6.260 -1.991 1.515 0.003 -0.004 -0.006
H -4.789 -2.186 -0.474 -0.012 -0.001 0.007